(1)
{
  "formula": "C17H26N3O4RuSi",
  "method": "ωB97M-V/def2-TZVPD",
  "multiplicity": 2,
  "charge": 0,
  "lumo_ev": [-0.12, -0.63],
  "symbols": ["Ru", "N", "C", "C", "O", "N", "C", "C", "O", "O", "H", "H", "H", "H", "H", "H", "O", "C", "C", "C", "C", "C", "C", "C", "C", "N", "H", "H", "H", "H", "H", "H", "H", "H", "H", "H", "H", "C", "Si", "C", "C", "C", "C", "H", "H", "H", "H", "H", "H", "H", "H", "H"],
  "positions_angstrom": [[0.338, 1.517, -0.144], [-1.435, 3.106, -0.529], [-0.857, 4.285, -1.171], [0.622, 4.308, -0.874], [1.222, 5.348, -0.691], [1.210, 3.062, -0.924], [2.659, 3.032, -0.727], [2.892, 2.615, 0.693], [3.827, 2.909, 1.391], [1.897, 1.823, 1.086], [-2.275, 2.793, -0.995], [-1.678, 3.280, 0.442], [-1.316, 5.231, -0.893], [-0.950, 4.158, -2.250], [3.137, 3.980, -0.948], [3.083, 2.238, -1.345], [-0.201, 1.508, 2.365], [-0.262, 0.098, 2.623], [-1.691, -0.281, 2.951], [-2.708, 0.405, 2.034], [-2.745, -0.136, 0.635], [-3.697, -1.088, 0.278], [-3.767, -1.542, -1.024], [-2.886, -1.023, -1.958], [-1.968, -0.085, -1.535], [-1.880, 0.358, -0.268], [0.737, 1.780, 2.418], [0.391, -0.156, 3.460], [0.094, -0.460, 1.750], [-1.926, -0.001, 3.980], [-1.779, -1.368, 2.878], [-2.469, 1.466, 1.989], [-3.698, 0.301, 2.479], [-4.387, -1.448, 1.029], [-4.509, -2.275, -1.312], [-2.903, -1.336, -2.992], [-1.262, 0.340, -2.237], [0.505, -4.081, -1.019], [2.029, -3.028, -0.793], [2.807, -3.364, 0.864], [3.240, -3.368, -2.163], [1.497, -1.279, -0.821], [1.112, -0.120, -0.824], [0.754, -5.145, -1.058], [-0.004, -3.818, -1.949], [-0.199, -3.928, -0.197], [3.241, -4.366, 0.907], [2.072, -3.276, 1.668], [3.602, -2.641, 1.063], [3.564, -4.411, -2.129], [4.125, -2.735, -2.072], [2.792, -3.182, -3.141]],
  "lowdin_spin": [0.8136, -0.0008, 0.0000, 0.0169, 0.0386, 0.0546, 0.0049, 0.0039, 0.0008, -0.0052, 0.0001, 0.0000, 0.0001, 0.0001, -0.0003, 0.0007, 0.0438, 0.0018, 0.0001, -0.0001, 0.0011, 0.0003, 0.0001, 0.0000, 0.0001, 0.0047, 0.0004, 0.0003, 0.0009, 0.0001, 0.0000, -0.0001, 0.0000, 0.0001, 0.0000, 0.0000, 0.0006, 0.0005, 0.0052, 0.0005, 0.0015, 0.0265, -0.0168, 0.0001, 0.0000, 0.0001, 0.0001, 0.0000, 0.0000, 0.0002, 0.0000, 0.0000]
}


(2)
{
  "formula": "C17H26N4O4",
  "method": "ωB97M-V/def2-TZVPD",
  "charge": 0,
  "lumo_ev": 0.66,
  "symbols": ["C", "C", "C", "C", "C", "C", "C", "N", "C", "O", "N", "C", "C", "O", "N", "C", "O", "N", "C", "C", "C", "C", "C", "C", "O", "H", "H", "H", "H", "H", "H", "H", "H", "H", "H", "H", "H", "H", "H", "H", "H", "H", "H", "H", "H", "H", "H", "H", "H", "H", "H"],
  "positions_angstrom": [[-2.309, 3.459, -5.698], [-1.759, 3.399, -4.275], [-1.052, 2.068, -4.018], [-0.489, 2.008, -2.602], [-1.582, 2.238, -1.548], [-2.335, 3.544, -1.825], [-2.877, 3.587, -3.250], [-2.472, 1.106, -1.419], [-2.354, 0.461, -0.241], [-2.912, -0.535, 0.135], [-1.462, 1.224, 0.534], [-0.932, 0.736, 1.776], [0.237, -0.211, 1.484], [0.632, -0.403, 0.353], [0.756, -0.785, 2.594], [1.797, -1.768, 2.724], [2.008, -2.192, 3.834], [2.413, -2.042, 1.573], [3.381, -3.090, 1.288], [2.677, -4.333, 0.727], [2.191, -5.052, 1.982], [3.315, -4.845, 3.007], [4.118, -3.625, 2.519], [-0.934, 2.271, -0.166], [-0.129, 3.065, 0.248], [-2.793, 4.415, -5.880], [-1.507, 3.336, -6.422], [-3.039, 2.668, -5.858], [-1.031, 4.208, -4.146], [-0.235, 1.940, -4.731], [-1.756, 1.247, -4.176], [0.268, 2.783, -2.468], [-0.017, 1.040, -2.417], [-1.639, 4.369, -1.663], [-3.153, 3.644, -1.108], [-3.371, 4.547, -3.415], [-3.628, 2.804, -3.384], [-2.986, 0.718, -2.189], [-1.724, 0.198, 2.304], [-0.580, 1.587, 2.366], [0.341, -0.563, 3.491], [2.022, -1.587, 0.752], [4.078, -2.658, 0.562], [1.867, -4.075, 0.045], [3.404, -4.946, 0.194], [1.986, -6.106, 1.801], [1.273, -4.584, 2.339], [3.956, -5.724, 3.061], [2.902, -4.661, 3.996], [4.202, -2.864, 3.289], [5.123, -3.922, 2.221]],
  "mulliken_charge": [-1.6747, 0.7144, -0.8273, -1.0543, 1.3704, -1.0740, -0.8406, 0.0560, 0.3313, -0.6591, 0.2142, -1.1710, 0.9380, -0.8466, -0.1534, 0.3213, -0.6473, 0.0234, -0.0548, -0.7509, -0.6433, -0.5853, -1.0219, -0.2089, -0.6732, 0.4036, 0.4078, 0.3509, 0.2241, 0.4059, 0.2772, 0.4034, 0.3074, 0.3078, 0.4171, 0.3970, 0.3137, 0.2581, 0.4309, 0.4099, 0.2818, 0.2089, 0.4039, 0.3600, 0.3394, 0.4067, 0.2315, 0.3949, 0.2090, 0.3545, 0.4123]
}


(3)
{
  "formula": "C17H27BrIN3O2",
  "method": "ωB97M-V/def2-TZVPD",
  "charge": 0,
  "lumo_ev": 0.45,
  "symbols": ["C", "C", "Br", "C", "C", "C", "C", "C", "C", "O", "I", "N", "C", "O", "H", "H", "H", "H", "H", "H", "H", "H", "H", "H", "H", "H", "H", "C", "C", "C", "C", "N", "H", "H", "H", "H", "H", "H", "H", "C", "C", "C", "C", "N", "H", "H", "H", "H", "H", "H", "H"],
  "positions_angstrom": [[1.707, -2.286, -3.129], [0.747, -1.181, -2.710], [-0.050, -0.361, -4.320], [-0.390, -1.632, -1.798], [-0.054, -1.693, -0.303], [0.342, -0.385, 0.399], [1.855, -0.542, 0.529], [2.626, 0.464, 1.386], [2.620, 0.091, 2.847], [1.674, -0.278, 3.459], [4.506, 0.343, 3.847], [2.039, -1.958, 0.936], [1.098, -2.637, 0.074], [1.226, -3.765, -0.294], [2.513, -2.387, -2.399], [2.157, -2.073, -4.097], [1.185, -3.241, -3.191], [1.294, -0.348, -2.270], [-0.738, -2.615, -2.119], [-1.236, -0.957, -1.913], [-0.929, -2.144, 0.174], [-0.005, 0.539, -0.067], [-0.070, -0.402, 1.414], [2.293, -0.506, -0.474], [3.646, 0.587, 1.036], [2.137, 1.443, 1.338], [1.702, -2.076, 1.892], [-4.908, -0.862, -6.745], [-5.359, 0.163, -5.713], [-4.245, 0.536, -4.729], [-3.804, -0.612, -3.939], [-3.459, -1.524, -3.333], [-4.609, -1.796, -6.267], [-5.712, -1.087, -7.446], [-4.057, -0.491, -7.319], [-6.216, -0.219, -5.155], [-5.686, 1.078, -6.210], [-4.575, 1.316, -4.042], [-3.376, 0.924, -5.266], [2.971, 2.716, 7.171], [1.486, 3.006, 7.000], [0.902, 2.348, 5.745], [1.524, 2.853, 4.523], [2.039, 3.227, 3.568], [3.548, 3.109, 6.333], [3.352, 3.172, 8.084], [3.156, 1.641, 7.228], [1.316, 4.083, 6.953], [0.928, 2.634, 7.861], [-0.174, 2.515, 5.676], [1.062, 1.267, 5.772]],
  "mulliken_charge": [-1.1279, 0.1721, -0.1864, -0.9200, 0.3482, -1.0677, 0.4324, -0.9570, 0.1972, -0.5033, -0.0271, -0.4891, -0.0532, -0.5354, 0.2693, 0.4496, 0.2748, 0.1803, 0.4662, 0.2394, 0.4325, 0.4458, 0.3730, 0.2607, 0.6495, 0.2701, 0.3481, -1.1243, -0.4067, -0.3672, 0.2422, -0.4267, 0.3490, 0.3268, 0.2979, 0.2922, 0.2957, 0.3070, 0.2317, -1.0480, -0.4800, -0.2587, 0.2150, -0.4590, 0.3092, 0.3400, 0.2721, 0.2953, 0.3081, 0.3497, 0.1970]
}


(4)
{
  "formula": "C17H27CoNO5S",
  "method": "ωB97M-V/def2-TZVPD",
  "charge": 1,
  "lumo_ev": [-4.28, -4.02],
  "symbols": ["Co", "C", "C", "C", "O", "C", "O", "O", "H", "H", "H", "H", "H", "H", "H", "C", "S", "C", "O", "H", "H", "H", "H", "H", "H", "N", "C", "C", "C", "C", "C", "C", "C", "H", "H", "H", "H", "H", "C", "C", "C", "C", "O", "H", "H", "H", "H", "H", "H", "H", "H", "H"],
  "positions_angstrom": [[-0.032, -0.128, -0.412], [3.288, -1.155, -1.256], [2.667, -0.768, 0.073], [3.688, -0.387, 1.119], [1.805, 0.401, -0.196], [1.749, -1.908, 0.554], [2.184, -2.891, 1.084], [0.465, -1.733, 0.272], [3.925, -0.349, -1.619], [2.520, -1.367, -2.002], [3.889, -2.053, -1.120], [4.349, 0.394, 0.744], [4.277, -1.268, 1.367], [3.206, -0.046, 2.038], [1.656, 0.886, 0.641], [0.937, 3.249, -1.219], [-0.266, 2.495, -2.304], [-1.746, 3.168, -1.564], [-0.326, 1.005, -1.972], [0.692, 3.001, -0.188], [0.890, 4.325, -1.387], [1.919, 2.878, -1.496], [-1.746, 4.249, -1.702], [-1.765, 2.902, -0.509], [-2.593, 2.732, -2.089], [-1.780, -0.856, -0.611], [-2.736, -1.483, -0.657], [-3.926, -2.261, -0.687], [-3.854, -3.603, -0.306], [-5.010, -4.362, -0.327], [-6.212, -3.787, -0.720], [-6.274, -2.451, -1.097], [-5.130, -1.676, -1.085], [-2.908, -4.032, -0.003], [-4.974, -5.403, -0.036], [-7.112, -4.387, -0.733], [-7.216, -2.015, -1.401], [-5.160, -0.635, -1.376], [-0.390, 1.854, 3.141], [-1.036, 0.901, 2.136], [-2.463, 1.359, 1.848], [-1.009, -0.521, 2.682], [-0.219, 1.033, 0.965], [-0.961, 1.869, 4.070], [-0.359, 2.869, 2.742], [0.628, 1.535, 3.370], [-3.073, 1.282, 2.749], [-2.931, 0.754, 1.073], [-2.471, 2.404, 1.533], [-1.555, -0.569, 3.624], [0.018, -0.841, 2.865], [-1.462, -1.230, 1.988]],
  "mulliken_charge": [-0.1635, -1.7670, 1.6438, -1.7253, -0.4092, 0.2500, -0.5994, -0.3986, 0.4128, 0.3497, 0.4259, 0.4208, 0.4041, 0.4411, 0.5111, -0.4970, 0.3055, -0.3966, -0.3932, -0.1222, 0.4964, 0.2664, 0.4480, -0.2527, 0.3409, 0.2042, 0.7690, 0.3512, -0.3778, -0.6817, -0.3336, -0.6766, -0.4075, 0.5191, 0.4097, 0.4077, 0.4074, 0.4660, -1.8063, 1.3682, -1.5132, -1.5843, 0.2331, 0.4378, 0.3843, 0.3498, 0.4543, 0.2256, 0.3291, 0.5269, 0.3205, 0.2252]
}


(5)
{
  "formula": "C17H27IN2O5",
  "method": "ωB97M-V/def2-TZVPD",
  "charge": 0,
  "lumo_ev": 0.08,
  "symbols": ["C", "O", "C", "C", "C", "N", "C", "C", "N", "C", "C", "C", "I", "C", "C", "O", "O", "C", "C", "O", "H", "H", "H", "H", "H", "H", "H", "H", "H", "H", "H", "H", "H", "H", "H", "H", "H", "C", "C", "O", "C", "C", "H", "H", "H", "H", "H", "H", "H", "H", "H", "H"],
  "positions_angstrom": [[1.839, -3.396, 2.194], [1.549, -2.584, 3.394], [1.206, -1.248, 2.863], [-0.398, -1.122, 2.934], [-0.798, -0.850, 4.488], [-0.972, -0.737, 5.687], [-1.002, 0.126, 2.081], [-0.370, 1.487, 2.715], [0.040, 2.404, 3.403], [-0.445, 0.043, 0.570], [-1.323, 0.819, -0.529], [-0.605, 0.580, -1.970], [-1.483, -1.172, -2.934], [-2.595, 0.281, 2.216], [-3.420, -1.068, 1.938], [-3.009, -2.066, 1.290], [-4.776, -1.150, 2.481], [-5.643, -1.031, 1.314], [-6.472, -2.358, 0.870], [-5.764, 0.072, 0.704], [2.836, -3.090, 1.694], [0.935, -3.245, 1.492], [1.936, -4.515, 2.448], [1.690, -0.458, 3.538], [1.648, -1.212, 1.808], [-0.848, -2.135, 2.648], [0.617, 0.519, 0.588], [-0.277, -1.061, 0.285], [-1.449, 1.941, -0.332], [-2.382, 0.342, -0.515], [-0.625, 1.528, -2.640], [0.512, 0.363, -1.740], [-2.817, 0.581, 3.317], [-3.053, 1.116, 1.573], [-7.602, -2.167, 0.901], [-6.252, -3.184, 1.636], [-6.149, -2.676, -0.189], [5.030, 0.870, -2.839], [3.530, 0.791, -3.071], [2.823, 1.933, -2.602], [3.180, 3.181, -3.185], [2.973, 3.228, -4.689], [5.246, 1.004, -1.774], [5.518, -0.045, -3.185], [5.481, 1.709, -3.371], [3.135, -0.068, -2.522], [3.303, 0.613, -4.127], [4.210, 3.441, -2.919], [2.541, 3.937, -2.717], [3.593, 2.496, -5.210], [3.225, 4.219, -5.076], [1.930, 3.010, -4.938]],
  "mulliken_charge": [-0.5667, -0.3752, -0.6730, 0.2666, -0.1311, -0.5701, 1.4481, -0.2017, -0.6079, -0.8764, -0.4222, -0.7129, 0.0161, -1.1255, 0.5409, -0.5276, -0.3502, 0.7375, -0.8589, -0.5120, 0.2385, 0.2493, 0.2551, 0.3619, 0.3304, 0.5851, 0.5497, 0.0772, 0.2847, 0.1801, 0.4372, 0.1016, 0.4828, 0.5002, 0.3300, 0.2820, 0.2503, -1.1326, -0.2756, -0.3721, -0.3437, -1.0291, 0.3082, 0.3882, 0.2715, 0.3266, 0.3073, 0.3050, 0.3326, 0.2657, 0.3972, 0.2570]
}


(6)
{
  "formula": "C17H27N2O9PV",
  "method": "ωB97M-V/def2-TZVPD",
  "multiplicity": 2,
  "charge": 2,
  "lumo_ev": [-8.78, -8.13],
  "symbols": ["V", "O", "C", "O", "C", "C", "C", "C", "C", "C", "O", "N", "O", "O", "N", "O", "O", "H", "H", "C", "O", "C", "C", "O", "C", "H", "H", "H", "H", "H", "H", "H", "H", "H", "H", "C", "C", "P", "C", "C", "C", "C", "H", "H", "H", "H", "H", "H", "H", "H", "H", "H", "H", "H", "H", "H", "H"],
  "positions_angstrom": [[0.705, -0.356, 0.294], [2.213, 1.923, -2.208], [1.277, 1.614, -1.559], [0.949, 0.253, -1.340], [0.279, 2.542, -0.948], [0.132, 3.806, -1.512], [-0.842, 4.640, -0.997], [-1.688, 4.269, 0.030], [-1.527, 3.008, 0.579], [-0.525, 2.187, 0.122], [-0.254, 0.962, 0.753], [-2.475, 2.568, 1.625], [-2.656, 1.366, 1.715], [-3.008, 3.421, 2.277], [-1.002, 5.990, -1.587], [-1.934, 6.646, -1.192], [-0.180, 6.317, -2.409], [0.756, 4.126, -2.336], [-2.462, 4.935, 0.389], [3.287, 1.891, 0.895], [2.797, 0.526, 0.782], [3.866, -0.374, 0.444], [3.213, -1.705, 0.106], [1.948, -1.766, 0.872], [2.103, -2.031, 2.309], [3.541, 2.276, -0.090], [4.159, 1.892, 1.546], [2.494, 2.476, 1.353], [4.558, -0.442, 1.285], [4.407, -0.001, -0.429], [3.794, -2.583, 0.379], [2.932, -1.770, -0.944], [2.383, -3.074, 2.434], [1.134, -1.850, 2.773], [2.847, -1.351, 2.718], [-3.001, -3.222, 1.776], [-1.936, -2.116, 1.747], [-1.172, -1.914, 0.114], [-2.484, -1.357, -1.018], [-2.065, -0.481, -2.196], [-0.564, -3.516, -0.463], [0.062, -3.462, -1.859], [-3.566, -3.145, 2.703], [-2.554, -4.213, 1.738], [-3.711, -3.127, 0.955], [-1.153, -2.319, 2.484], [-2.368, -1.144, 2.000], [-3.208, -0.832, -0.390], [-2.965, -2.276, -1.367], [-1.760, 0.511, -1.860], [-2.914, -0.352, -2.866], [-1.248, -0.910, -2.775], [-1.423, -4.192, -0.452], [0.142, -3.891, 0.282], [-0.699, -3.355, -2.631], [0.603, -4.384, -2.060], [0.763, -2.632, -1.987]],
  "lowdin_spin": [1.0288, 0.0123, 0.0070, 0.0280, -0.0025, 0.0001, -0.0016, -0.0002, -0.0011, -0.0017, -0.0387, 0.0000, -0.0017, 0.0006, -0.0001, -0.0003, 0.0000, 0.0000, 0.0000, 0.0000, 0.0057, 0.0008, 0.0002, -0.0030, 0.0005, 0.0001, -0.0001, 0.0000, -0.0001, 0.0003, -0.0002, 0.0001, -0.0001, 0.0001, -0.0001, -0.0021, -0.0026, -0.0218, -0.0011, -0.0005, -0.0035, 0.0006, -0.0003, 0.0000, 0.0000, -0.0002, 0.0000, 0.0000, -0.0005, 0.0000, 0.0000, -0.0001, -0.0011, -0.0001, 0.0000, 0.0000, 0.0003]
}